# C6H17IO2Ta

A molecular structure, C6H17IO2Ta at a distorted geometry (ωB97M-V/def2-TZVPD, the Open Molecules 2025 dataset).

## Properties
E: -20241.92432 eV
Net charge: -1

Element x y z (Å)
1 C 1.70 -2.17 -0.81
2 C 1.94 -1.45 0.52
3 C 2.40 -0.01 0.27
4 I 3.56 0.60 2.03
5 Ta 0.75 1.53 -0.26
6 O 2.23 3.01 -0.35
7 C -0.92 -0.01 -0.04
8 C -2.27 0.39 -0.66
9 C -3.47 0.16 0.26
10 O -3.40 -1.09 0.94
11 H 2.46 -2.93 -0.97
12 H 0.73 -2.64 -0.83
13 H 1.73 -1.46 -1.62
14 H 1.06 -1.50 1.15
15 H 2.72 -1.98 1.05
16 H 3.13 -0.05 -0.52
17 H 0.49 2.02 1.52
18 H -0.51 2.82 -0.71
19 H 0.95 1.17 -2.09
20 H 2.40 3.33 0.56
21 H -1.02 -0.22 1.02
22 H -0.61 -0.95 -0.49
23 H -2.26 1.44 -0.93
24 H -2.43 -0.20 -1.55
25 H -4.36 0.13 -0.36
26 H -3.53 0.98 0.96
27 H -3.47 -0.92 1.89